(1)
Density functional theory data (wB97M-V/def2-TZVPD) for a molecular structure, C32H57N9O6P2SSiSnTe.

Summary:
HOMO: -12.62 eV
E_LUMO: -4.67 eV
Energy above the lowest of the compared OMol25 structures with the same formula, charge and spin: 0.000 eV
Calculated total energy: -110216.5580 eV
Largest force on an atom: 0.91 eV/Å
Charge: +2
Orbital gap: 7.9 eV

XYZ file:
```
110
Properties=species:S:1:pos:R:3:forces:R:3:mulliken_charge:R:1
Sn 1.56774 -1.99076 -0.51176 -0.52 -0.37 -0.05 1.51
C 4.82571 -4.62649 -4.51410 -0.07 0.05 0.03 -0.81
N 4.49381 -3.70420 -3.42334 0.08 -0.20 -0.05 0.15
C 5.36838 -2.82261 -2.85347 -0.09 -0.04 -0.03 -0.53
C 4.67513 -2.18234 -1.87180 -0.11 0.08 0.10 -0.66
N 3.39452 -2.66491 -1.84331 0.09 0.33 0.19 0.42
C 3.30142 -3.59531 -2.78598 0.12 0.09 -0.21 -0.19
P 1.85539 -4.53206 -3.37598 -0.39 0.03 0.12 -0.34
C 0.69717 -3.12423 -3.57696 0.16 0.03 -0.10 0.10
N 0.77536 -1.95747 -2.95026 -0.07 0.01 0.07 0.24
C -0.12792 -1.12864 -3.56013 0.20 -0.01 0.05 -0.86
C -0.76191 -1.80210 -4.56129 -0.04 -0.05 0.11 -0.69
N -0.23335 -3.06474 -4.56599 0.02 -0.07 -0.06 0.20
C -0.66246 -4.15209 -5.44010 0.03 0.00 0.04 -0.86
C 1.28160 -5.28693 -1.82169 0.18 -0.22 0.10 0.19
N 1.67559 -4.95453 -0.60555 -0.08 0.07 0.03 -0.16
C 1.10764 -5.86962 0.24065 0.17 0.09 -0.06 -0.76
C 0.37695 -6.77192 -0.47697 -0.05 0.07 -0.02 -0.41
N 0.49909 -6.40527 -1.78884 -0.10 -0.01 -0.12 0.14
C -0.18608 -7.04178 -2.90873 0.04 0.09 0.10 -0.83
H 5.89081 -4.56243 -4.70682 0.05 0.03 0.03 0.31
H 4.28497 -4.36130 -5.41926 -0.02 0.05 0.01 0.32
H 4.57931 -5.64687 -4.23489 0.01 -0.01 0.04 0.35
H 6.38509 -2.72080 -3.19367 -0.04 -0.04 0.03 0.41
H 5.01074 -1.41136 -1.19541 -0.01 -0.12 -0.07 0.40
H -0.20765 -0.09167 -3.28680 -0.10 0.00 0.06 0.74
H -1.53619 -1.50092 -5.24871 0.09 -0.04 0.02 0.48
H -1.08443 -3.73481 -6.34904 0.02 0.05 -0.02 0.35
H -1.41918 -4.76318 -4.95078 -0.01 0.02 0.03 0.29
H 0.18892 -4.77603 -5.70247 0.02 0.03 0.00 0.35
H 1.29206 -5.84760 1.30283 -0.08 0.01 -0.05 0.50
H -0.21209 -7.62184 -0.17211 0.05 0.03 -0.05 0.47
H -0.35520 -8.08898 -2.67724 0.04 -0.03 0.02 0.35
H 0.42795 -6.97581 -3.80380 0.05 -0.01 -0.01 0.34
H -1.14725 -6.56355 -3.09184 -0.02 0.01 0.01 0.27
C -0.36660 6.21070 -0.56272 -0.07 -0.04 0.15 -1.55
C 0.36767 4.89006 -0.72888 -0.08 0.11 -0.10 1.60
C -0.00617 4.22376 -2.04665 -0.10 -0.09 0.12 -1.33
C 1.87098 5.07036 -0.62434 0.03 -0.03 0.02 -1.61
O 0.00553 4.02127 0.38410 0.27 -0.08 -0.10 1.09
Si -1.25944 3.19926 0.88667 -0.23 0.19 0.10 -1.67
S 1.15674 0.76738 -0.39146 0.26 -0.16 -0.10 -0.44
O -1.09660 2.65178 2.38355 -0.04 -0.06 0.13 0.48
C -0.38451 3.23982 3.53015 0.11 0.14 0.04 1.59
C -1.02389 2.64667 4.77200 -0.13 0.02 -0.07 -1.46
C 1.07975 2.84760 3.40994 0.00 0.02 -0.08 -1.06
C -0.55919 4.75240 3.51595 -0.07 0.01 -0.16 -1.61
O -2.62646 3.91790 0.46485 0.03 -0.19 -0.08 0.35
C -4.05202 3.63520 0.45961 -0.17 -0.02 0.07 1.74
C -4.35866 2.37520 1.25976 0.14 0.05 0.07 -1.08
C -4.46888 3.47181 -0.99269 0.06 0.10 -0.03 -1.56
C -4.72732 4.84230 1.08435 0.09 0.10 0.06 -1.83
H -0.05865 6.90897 -1.34164 -0.02 -0.01 0.02 0.52
H -0.13555 6.65187 0.40957 0.00 0.00 -0.07 0.35
H -1.44616 6.06063 -0.62711 0.05 0.03 -0.02 0.17
H 0.17072 4.91731 -2.86944 0.00 -0.05 0.00 0.56
H -1.06881 3.95380 -2.05783 0.05 0.09 -0.02 0.17
H 0.59628 3.32801 -2.21064 0.00 -0.02 -0.01 0.25
H 2.22929 5.69666 -1.44379 -0.01 -0.03 0.05 0.48
H 2.36434 4.09765 -0.67964 0.00 0.04 0.00 0.21
H 2.13543 5.54781 0.32108 -0.01 -0.01 -0.05 0.34
H -0.86355 1.57069 4.81241 0.00 -0.02 0.03 0.12
H -2.09860 2.84452 4.77647 0.07 -0.01 0.02 0.34
H -0.58878 3.09507 5.66653 0.00 -0.04 -0.05 0.47
H 1.18125 1.75996 3.37792 0.00 0.05 0.01 -0.02
H 1.63666 3.22747 4.26923 -0.02 -0.03 -0.04 0.53
H 1.51252 3.26549 2.49731 -0.02 -0.03 0.07 0.06
H -1.61990 5.01794 3.54631 0.07 -0.02 0.04 0.32
H -0.11375 5.18808 2.61762 0.00 -0.02 0.11 0.23
H -0.06845 5.19041 4.38577 -0.03 -0.01 -0.02 0.55
H -4.06553 1.47241 0.71913 0.06 -0.02 0.01 -0.01
H -5.43108 2.31392 1.44769 0.01 -0.03 -0.02 0.67
H -3.84405 2.38805 2.22465 -0.07 0.02 -0.04 0.01
H -3.91458 2.65761 -1.46412 -0.01 -0.05 -0.02 0.24
H -4.27302 4.38855 -1.55196 -0.02 -0.04 0.02 0.33
H -5.53457 3.24725 -1.05653 0.03 0.00 0.00 0.47
H -4.42589 4.95052 2.12866 -0.03 0.00 -0.04 0.36
H -5.81139 4.72901 1.04355 0.03 0.02 0.01 0.46
H -4.44905 5.74986 0.54632 -0.03 -0.03 0.03 0.37
C -5.67691 -1.26596 0.82593 0.05 0.03 0.08 -1.15
C -4.35975 -1.76545 0.29365 -0.13 0.04 0.03 -0.25
O -3.28570 -1.01380 0.97195 0.05 0.08 -0.18 -0.22
P -1.80106 -1.10179 0.46019 -0.04 -0.89 0.19 0.13
O -1.51683 -2.10266 -0.58416 0.06 0.32 0.01 -0.54
Te -1.15797 1.04558 -0.60452 0.00 0.21 -0.24 -0.04
O -0.90162 -1.31786 1.72998 -0.25 0.26 0.04 0.12
C -1.23932 -0.75905 3.03987 0.06 0.04 0.09 0.54
C -0.08115 -1.05359 3.95635 0.07 -0.05 -0.08 -1.16
H -6.48836 -1.83889 0.37381 0.04 0.04 0.01 0.42
H -5.81896 -0.21126 0.58939 -0.03 -0.05 0.00 0.22
H -5.72852 -1.39366 1.90791 -0.02 0.00 -0.05 0.31
H -4.27206 -1.61587 -0.78055 0.08 0.07 -0.03 0.33
H -4.21155 -2.82200 0.50340 0.09 0.00 0.06 0.37
H -2.15574 -1.23371 3.38419 -0.04 -0.05 -0.05 0.34
H -1.41621 0.31178 2.93532 0.06 0.02 -0.08 -0.26
H 0.04663 -2.13091 4.07115 0.02 0.03 0.02 0.40
H -0.26461 -0.62186 4.93998 0.00 -0.03 0.01 0.45
H 0.84147 -0.63060 3.55355 -0.05 0.01 0.04 -0.07
N 5.56119 1.32281 2.24347 -0.10 -0.09 0.03 -0.45
C 4.77507 0.22157 2.30199 0.02 0.08 0.07 0.22
C 4.03620 -0.22906 1.19168 -0.09 -0.04 -0.01 -0.48
N 3.27564 -1.30802 1.27568 0.29 0.21 -0.32 0.55
C 3.22137 -1.97194 2.43298 -0.08 -0.06 -0.15 -0.61
C 3.92540 -1.50240 3.52415 0.14 0.15 0.11 -0.44
N 4.68894 -0.41697 3.46831 -0.03 -0.10 0.04 -0.60
H 5.77058 1.77174 1.37248 0.01 0.03 -0.02 0.19
H 6.11074 1.55355 3.05316 0.02 0.00 -0.01 0.26
H 4.05060 0.31494 0.25093 0.00 -0.02 0.05 0.48
H 2.61201 -2.86501 2.46962 -0.04 0.00 0.04 0.56
H 3.87280 -2.00749 4.48201 0.00 -0.02 -0.04 0.41
```
Positions in Å, forces in eV/Å.

***

(2)
Density functional theory data (wB97M-V/def2-TZVPD) for a molecular structure, C32H58BCaIN7OP2S3 at a distorted geometry.

Summary:
HOMO: -2.29 eV
E_LUMO: 0.93 eV
Energy above the lowest of the compared OMol25 structures with the same formula, charge and spin: 1.804 eV
Calculated total energy: -124901.6740 eV
Largest force on an atom: 3.19 eV/Å
Charge: -1
Orbital gap: 3.2 eV

XYZ file:
```
106
Properties=species:S:1:pos:R:3:forces:R:3:mulliken_charge:R:1
Ca -3.23596 -0.48922 -2.00307 0.34 -1.25 1.63 1.35
C 4.05487 0.91048 0.22771 0.50 0.45 -0.96 -1.65
C 4.28980 0.46357 -1.28827 -0.59 -0.12 -1.32 1.78
C 5.42915 -0.59308 -1.30452 -0.79 -0.95 0.23 -1.56
C 4.63704 1.68694 -2.20898 -0.67 -0.13 0.81 -1.50
P 2.69118 -0.37705 -2.12342 0.03 -1.15 1.53 -0.39
C 1.53113 1.06838 -2.20398 -0.82 -0.65 -1.94 -0.75
N 0.92839 1.64503 -1.07431 0.46 1.72 0.18 0.54
B 0.46849 0.89132 0.03422 -1.13 -0.42 1.42 -0.28
N -0.14444 1.98515 0.87545 -0.21 0.59 -0.42 1.09
C -1.20071 1.73815 1.82559 -1.02 0.80 1.82 0.48
P -0.76924 0.51750 3.19276 0.55 -0.71 -0.48 -0.06
C 0.67727 1.39858 4.18095 -0.65 1.58 0.66 1.80
C 0.84206 0.84774 5.64141 0.39 1.37 -1.13 -1.95
C 2.05747 1.22134 3.54102 -0.27 0.60 -1.52 -1.58
C 0.39805 2.95749 4.11179 -1.74 -1.07 0.84 -1.84
C -2.40989 0.43105 4.21057 -0.28 -0.60 0.45 2.41
C -2.76311 1.56225 5.18039 -1.10 -0.36 0.86 -1.78
C -2.21606 -0.93029 5.00671 -1.75 -0.11 0.06 -1.71
C -3.61990 0.20333 3.25372 1.46 1.14 -0.65 -2.23
C -0.03495 3.24402 0.23656 0.19 -2.62 -0.69 -0.21
C -0.36371 4.50706 0.55801 -0.41 2.24 0.54 -0.37
C -0.09949 5.59231 -0.31545 0.14 -0.42 -0.59 -0.89
C 0.40055 5.36831 -1.60632 0.06 -0.92 1.00 -0.87
C 0.81135 4.05486 -1.90803 -0.01 -1.05 -1.90 -0.19
C 0.57326 3.02102 -1.01422 1.23 -0.78 -0.16 0.52
C 2.84798 -0.70923 -4.06875 0.93 0.49 0.42 2.06
C 1.95651 -1.90202 -4.51290 0.29 -0.11 3.18 -1.64
C 2.54450 0.56378 -4.84776 0.59 0.21 -0.93 -1.82
C 4.27822 -1.21625 -4.48731 -0.71 0.96 0.74 -2.01
H 5.08357 1.19032 0.56853 -0.63 -0.04 -0.04 0.48
H 3.71065 0.08844 0.88504 -0.07 0.43 -0.60 0.39
H 3.39451 1.82040 0.34772 0.57 -1.18 -0.27 0.11
H 6.41087 -0.16388 -1.17563 0.36 0.51 0.13 0.45
H 5.49111 -1.21902 -2.21783 -0.22 0.52 0.44 0.26
H 5.29113 -1.30752 -0.46060 -0.02 0.41 -0.51 0.37
H 5.65916 1.98066 -2.00051 0.24 0.58 0.29 0.57
H 3.89178 2.49591 -1.92776 1.11 -0.63 -0.70 0.15
H 4.63917 1.46522 -3.30427 -0.33 0.08 0.96 0.20
H 0.68256 0.63262 -2.81206 0.74 0.26 -0.11 -0.28
H 2.03890 1.80975 -2.80617 -0.15 0.41 -0.14 0.43
H -2.16624 1.40711 1.39544 0.84 -0.36 -0.12 -1.31
H -1.56344 2.64516 2.37432 0.71 -0.10 -0.55 0.27
H 1.31676 -0.11056 5.49285 -0.52 -0.71 0.55 0.46
H -0.07864 0.90042 6.19523 -0.31 -0.59 0.30 0.36
H 1.58446 1.44436 6.21296 -0.28 0.01 -0.46 0.41
H 2.63614 0.38112 3.88922 -0.22 -0.83 -0.18 0.49
H 2.69663 2.06100 3.81171 -0.09 0.40 0.14 0.40
H 1.96926 1.25864 2.42986 0.25 -0.38 0.72 0.05
H -0.58058 3.24825 4.62052 0.81 -0.53 -1.04 0.17
H 0.43328 3.28481 3.06860 -0.10 0.07 0.29 0.38
H 1.09118 3.51280 4.69214 1.26 0.43 0.44 0.64
H -1.97437 1.78597 5.88543 0.33 -0.11 0.30 0.38
H -3.68728 1.26751 5.81918 1.28 0.51 -1.12 0.35
H -2.95995 2.51493 4.67680 -0.23 -0.25 -0.13 0.31
H -1.78043 -0.71139 5.98805 0.12 -0.35 -0.16 0.34
H -1.64274 -1.67344 4.45049 0.42 0.35 0.07 0.42
H -3.20946 -1.50226 5.16032 1.15 1.28 0.03 0.35
H -4.11105 1.11001 2.79316 0.89 -0.91 0.58 0.33
H -4.37837 -0.38026 3.69477 -0.93 -0.42 1.02 0.59
H -3.25536 -0.44983 2.47151 -0.08 0.04 -0.62 0.33
H -0.84288 4.70619 1.50222 -0.03 0.16 0.28 0.42
H -0.23255 6.61456 0.01934 -0.43 -0.09 0.01 0.35
H 0.45169 6.13914 -2.35574 0.28 0.30 0.06 0.42
H 1.22543 3.72388 -2.93010 -0.54 0.97 1.51 0.13
H 0.91309 -1.79881 -4.21689 -0.17 0.24 -0.21 0.30
H 2.31842 -2.77255 -3.86812 -0.44 0.74 -1.27 0.39
H 2.05175 -2.05697 -5.56279 0.10 -0.33 -0.80 0.47
H 2.97702 0.45811 -5.84933 -0.13 0.05 -0.19 0.46
H 2.98072 1.47717 -4.44095 0.24 -0.24 0.04 0.29
H 1.50443 0.81592 -4.98276 -0.55 -0.33 0.07 0.33
H 4.52423 -2.12223 -3.89717 -0.08 0.26 -0.84 0.39
H 5.05226 -0.46585 -4.28563 -0.10 -0.12 -0.09 0.34
H 4.18291 -1.32170 -5.58159 0.50 -0.59 0.42 0.58
S -5.92833 -1.16143 1.41980 0.16 0.52 0.57 -0.37
C -4.98337 -0.78743 0.08123 -1.38 0.54 1.62 0.27
S -4.06551 0.78044 0.12063 -0.77 -1.34 -1.27 -0.60
S -5.27211 -1.99092 -1.12583 1.22 0.32 -1.62 -0.53
C -0.46875 -7.04036 1.61310 0.05 0.39 -0.43 -1.66
C -1.24201 -5.71974 1.37163 0.61 -0.24 -0.54 1.03
C -2.42561 -5.47622 2.32948 0.20 0.63 -1.03 -1.25
C -1.65807 -5.78796 -0.11511 -1.79 -0.02 -0.06 -1.02
N -1.70007 -4.45115 -0.73617 -0.37 1.42 -2.02 0.79
C -1.58187 -3.14773 -0.37898 -0.44 0.20 1.77 -0.74
N -1.65574 -2.35527 -1.42454 0.58 -1.64 -0.79 0.24
N -1.72993 -3.19550 -2.51520 -1.36 -1.85 1.95 -0.19
N -1.86545 -4.44566 -2.08875 1.32 1.93 -0.57 -0.73
H -0.27517 -7.23190 2.68119 0.14 0.12 -0.51 0.41
H 0.45317 -6.93056 1.00623 -0.17 -0.43 0.71 0.41
H -1.02074 -7.90233 1.18386 0.12 0.42 0.38 0.33
H -0.52742 -4.84767 1.47082 -0.59 -1.03 -0.10 0.23
H -2.70841 -6.36251 2.88381 0.05 -0.15 0.17 0.41
H -3.29631 -5.16440 1.72016 0.28 0.12 0.64 0.34
H -2.10094 -4.66783 2.99268 -0.61 -0.23 0.18 0.23
H -2.71901 -6.23921 -0.26452 1.66 0.75 0.51 0.28
H -1.01466 -6.39993 -0.76785 0.08 0.38 0.50 0.38
H -1.54490 -2.75243 0.65804 0.16 -0.48 -0.92 0.54
N -1.90341 2.47070 -4.50005 0.76 -0.48 0.56 -0.16
C -2.98827 1.72502 -4.35675 -0.56 -0.95 -0.58 0.67
O -3.00508 0.61656 -3.76575 0.49 2.40 -1.86 -0.94
C -4.26530 2.25518 -4.98036 -0.37 -0.12 0.85 -1.07
I -4.57890 1.70309 -7.02894 0.26 0.10 0.39 0.10
H -1.05183 2.20916 -4.03347 0.18 -0.38 0.31 0.14
H -1.79582 3.30455 -5.03609 -0.70 0.38 -0.27 0.22
H -4.28411 3.34595 -4.88528 -0.17 -0.29 -0.25 0.44
H -5.09563 1.80082 -4.40810 0.40 0.38 -0.43 0.35
```
Positions in Å, forces in eV/Å.